68
Properties=species:S:1:pos:R:3:forces:R:3:nbo_charge:R:1 method="wB97M-V/def2-TZVPD" homo_ev=-2.561 total_charge=-1 largest_force_ev_per_a=9.19 spin_multiplicity=1 e_tot_ev=-144721.2154
Br -0.2594 1.5117 5.6438 -0.047 0.019 0.172 -0.113
F 4.7892 -1.5879 6.3277 0.034 0.006 0.065 -0.320
F -1.3458 -3.5205 -5.1536 0.022 -0.040 -0.035 -0.316
F 4.4407 2.0110 -1.0919 0.045 0.050 -0.007 -0.302
F -1.5625 -1.4421 -5.7254 0.039 0.026 -0.043 -0.307
F 3.5959 -2.5414 4.7887 0.015 -0.038 -0.032 -0.318
F -3.5121 1.1668 -4.5998 0.106 0.179 -0.185 -0.303
F 2.9564 -0.6704 5.6554 0.079 0.196 -0.186 -0.272
F -5.4868 0.5529 -5.2266 -0.856 0.798 -2.449 -0.290
F 4.9768 0.8462 0.6530 0.073 0.048 -0.064 -0.308
F -5.0230 2.6572 -5.0349 0.024 -0.045 -0.129 -0.302
F 5.1257 -0.0248 -1.3267 -0.018 -0.026 0.010 -0.317
F -0.1728 -1.9954 -4.1642 0.061 0.007 0.006 -0.302
O 5.9851 -1.2914 4.0220 -0.073 -0.032 0.038 -0.489
O 2.0156 1.0720 -0.4909 0.021 0.098 -0.022 -0.553
O -6.3225 0.9076 -2.7014 -4.916 7.739 0.678 -0.618
O 2.9038 -0.9692 -0.1235 0.165 0.236 0.011 -0.476
O 4.4582 0.2828 3.5052 -0.170 0.006 0.162 -0.531
O -2.2653 -2.0764 -2.4553 0.196 -0.005 0.071 -0.546
O -3.6532 -2.0839 -4.2315 0.515 -0.331 -0.251 -0.485
O -1.3775 1.1521 1.0780 0.230 0.588 -0.333 -0.721
O -4.4318 2.0749 -2.2838 0.002 0.439 -0.183 -0.478
O -1.9590 3.0564 2.0975 0.761 -1.036 -0.124 -0.599
N -0.4245 0.3550 4.1030 0.174 0.021 -0.239 -0.799
C -1.1060 2.2096 1.9238 -0.819 0.771 0.218 0.826
C 0.2824 2.1874 2.5013 0.238 -0.129 -0.356 -0.574
C -4.3352 0.9171 -0.1346 -0.115 -0.231 -0.053 -0.650
C 0.5777 0.8220 3.1860 -0.200 0.090 0.342 -0.224
C 1.5845 -1.4755 0.2006 -0.399 -0.247 0.002 -0.085
C -1.3621 -2.2606 -4.6904 -0.050 0.009 0.066 0.898
C 6.8476 -0.8095 2.9750 0.199 0.052 -0.204 -0.080
C -4.7977 -1.9358 -3.3610 0.460 0.014 0.028 -0.076
C 7.6168 0.4168 3.4148 -0.068 0.045 0.134 -0.638
C 0.7558 -1.7118 -1.0409 0.171 0.023 -0.094 -0.644
C -5.2952 1.4261 -3.0322 -0.605 4.299 0.248 0.710
C 4.8245 -0.6472 4.1553 0.200 -0.026 -0.145 0.692
C 2.9432 0.3211 -0.4039 -0.172 -0.178 0.114 0.699
C 4.0079 -1.3508 5.2602 -0.158 -0.179 0.145 0.900
C -2.4741 -2.1165 -3.6306 -0.462 0.039 -0.148 0.694
C -5.0062 -0.4870 -2.9782 3.467 -7.299 -0.060 -0.602
C -4.7378 2.1719 -0.8659 -0.050 0.107 0.469 -0.078
C 4.4012 0.7980 -0.5540 -0.034 -0.026 -0.020 0.898
C -4.8148 1.4451 -4.4993 0.635 3.208 -0.814 0.852
H 8.1756 0.2092 4.3282 0.037 -0.024 -0.033 0.210
H -5.0982 0.1346 -3.8695 0.145 -5.648 2.371 0.193
H -5.9169 -0.3866 -2.3887 1.108 -2.769 0.165 0.277
H -5.7971 2.3978 -0.7473 -0.027 -0.041 -0.145 0.189
H -4.9196 0.0563 -0.4657 -0.027 0.137 0.217 0.197
H 1.2635 -2.3953 -1.7232 -0.025 -0.044 0.033 0.208
H 6.9429 1.2503 3.6085 -0.011 -0.006 -0.055 0.230
H -4.4851 1.0531 0.9351 0.083 0.069 0.025 0.248
H -4.1716 -0.1126 -2.3860 0.016 -0.730 0.231 0.234
H 0.6071 0.0652 2.3855 0.001 0.015 0.251 0.144
H 1.5960 0.8915 3.6234 -0.032 0.011 -0.253 0.153
H 1.7627 -2.3994 0.7460 0.124 0.028 -0.031 0.199
H 0.5691 -0.7802 -1.5733 -0.046 -0.002 0.030 0.222
H 8.3185 0.7145 2.6354 0.001 -0.013 -0.016 0.216
H -4.6675 -2.5702 -2.4852 0.066 0.000 0.071 0.202
H -0.2050 -2.1428 -0.7667 -0.023 -0.008 0.009 0.241
H -3.2810 0.7082 -0.2958 0.052 0.005 0.108 0.246
H 1.1001 -0.7742 0.8769 0.114 -0.032 -0.060 0.209
H 6.2565 -0.6109 2.0831 -0.071 0.025 0.055 0.206
H -5.6366 -2.3153 -3.9403 0.021 0.070 -0.118 0.190
H -4.1590 3.0222 -0.5136 0.072 -0.023 -0.107 0.219
H 7.5197 -1.6393 2.7644 -0.034 -0.039 0.086 0.188
H -0.5408 0.9249 0.6445 -0.073 -0.266 0.270 0.479
H 0.9727 2.3120 1.6504 0.020 0.107 0.083 0.206
H 0.4300 3.0233 3.1831 -0.211 -0.068 0.008 0.239

=====

53
Properties=species:S:1:pos:R:3:forces:R:3:nbo_charge:R:1 method="wB97M-V/def2-TZVPD" homo_ev=-11.047 total_charge=+1 largest_force_ev_per_a=4.08 spin_multiplicity=1 e_tot_ev=-124751.6579
I 3.1637 -1.8962 -2.6508 -1.368 0.385 -1.112 0.189
I 3.3597 -2.2092 0.5446 -1.046 0.010 1.616 0.138
Br -1.8306 2.1240 -6.3883 0.237 0.411 1.094 -0.202
P -2.5291 2.1597 -4.2031 -1.831 -0.309 0.321 1.055
O 1.3667 0.2302 4.4626 -0.111 -0.230 0.060 -0.511
O -3.0538 3.7659 -3.9125 2.561 -1.171 -1.483 -0.954
O -0.0611 -3.8792 7.4950 0.104 0.290 -0.249 -0.466
N -0.1602 2.8954 -2.7619 1.617 -3.481 1.179 -0.487
N -3.9677 0.8306 -1.5539 -0.449 -0.820 -0.622 -0.861
C -0.9627 1.7713 -3.1832 3.682 -0.389 1.714 -0.085
C 0.9212 -3.1399 5.4903 0.150 0.083 -0.347 -0.204
C 3.0411 1.2462 -0.7920 0.633 1.307 -0.120 -0.478
C 0.0258 -1.5435 7.2331 0.010 0.362 -0.049 -0.206
C 1.0823 2.7425 -2.0054 -0.738 -2.532 -0.191 0.052
C 1.2864 -1.7958 -0.0457 -1.108 -0.186 -0.255 -0.355
C 0.3839 -0.5102 6.4693 -0.125 -0.089 0.259 -0.242
C 1.2791 -2.1063 4.7273 -0.054 -0.300 0.050 -0.252
C 1.6498 1.3484 -1.5800 -2.524 0.458 -1.506 0.016
C -1.4806 -0.8607 -3.3082 -0.212 -0.351 0.143 -0.465
C 3.6929 2.7098 -0.4661 -0.878 -0.855 0.017 -0.619
C -2.5939 -1.2640 -2.2044 -0.196 0.146 -0.609 -0.413
C 0.2667 -2.9367 6.8007 -0.157 -0.411 0.379 0.461
C 0.5390 -0.7431 0.9088 0.560 -0.590 1.312 -0.666
C 1.0381 -0.7138 5.1596 0.117 0.325 -0.164 0.479
C -3.9508 -0.4227 -2.3979 -0.215 -0.892 0.502 -0.230
C 1.2507 -1.4363 -1.6282 -1.019 0.377 -0.100 -0.417
C -0.5169 0.3118 -2.7891 1.046 2.176 -0.033 0.015
C 0.8126 0.0575 -1.9717 -1.294 3.289 -1.266 0.078
H 0.7315 -2.8029 0.0853 1.158 1.632 -0.397 0.247
H -4.0789 -0.1667 -3.5161 0.229 -0.240 1.840 0.204
H -4.9385 1.1846 -1.6537 0.972 -0.017 0.452 0.374
H 3.8546 0.6984 -1.4078 -1.779 0.587 0.846 0.262
H 0.4985 -2.1709 -2.1095 1.309 1.477 0.701 0.263
H 1.0909 -4.1662 5.1894 -0.013 -0.006 0.049 0.235
H -2.1065 -1.0989 -1.1777 -1.031 -0.398 -1.274 0.206
H -2.6566 4.3244 -4.6363 -0.663 -0.296 0.962 0.502
H -0.9182 -1.8308 -3.5713 -0.447 1.784 0.388 0.245
H 1.7585 -2.2363 3.7652 0.067 0.021 -0.025 0.229
H 3.0205 3.2173 0.3053 1.058 -0.465 -1.032 0.216
H -2.0521 -0.5742 -4.2728 1.210 -0.194 1.527 0.247
H -2.8773 -2.3758 -2.3556 0.699 1.791 0.363 0.237
H -3.8116 0.5839 -0.5548 -0.358 0.179 -1.073 0.367
H 0.1791 -1.3445 1.8320 0.595 1.020 -1.494 0.244
H 4.7332 2.5414 -0.0129 -1.596 0.399 -0.825 0.248
H -4.8569 -1.0851 -2.1075 1.519 0.809 -0.534 0.191
H -0.4808 3.8530 -3.0130 0.374 -1.043 0.346 0.447
H 1.2702 0.0403 1.3456 -1.384 -1.118 -0.931 0.243
H -0.4536 -1.4119 8.1953 0.011 -0.050 -0.013 0.238
H 0.2144 0.5162 6.7698 0.027 -0.001 -0.034 0.236
H 3.7253 3.3306 -1.4249 0.298 -0.785 1.429 0.207
H 2.9387 0.7256 0.2223 -0.128 0.508 -1.712 0.254
H 1.6030 3.7393 -1.7524 -0.944 -1.996 -0.405 0.261
H -0.3959 -0.2642 0.4625 1.428 -0.615 0.308 0.225

=====

61
Properties=species:S:1:pos:R:3:forces:R:3:nbo_charge:R:1 method="wB97M-V/def2-TZVPD" homo_ev=-9.997 total_charge=+1 largest_force_ev_per_a=3.59 spin_multiplicity=1 e_tot_ev=-97764.1822
Cl 0.8947 -2.2397 -1.0924 0.386 -0.231 -0.582 0.016
Cl 3.6766 -3.8196 -6.0723 -0.626 0.306 1.168 0.113
S -5.6925 -3.4344 -5.8835 2.749 -1.961 1.212 0.853
S 0.3696 -4.0123 -6.4540 0.373 -1.105 -2.892 2.260
S 3.0530 -2.9312 -3.1903 -0.836 -0.137 -0.467 0.467
O -1.0628 5.0808 1.7657 -0.133 -0.311 0.073 -0.636
O 0.6469 -5.4199 -6.7666 -0.490 2.043 1.599 -0.890
O 0.7229 -3.1021 -7.5483 -0.836 -0.602 2.338 -0.894
O -1.2187 2.4380 5.8611 0.261 0.187 -0.207 -0.644
N -1.3576 3.1566 3.7343 0.544 1.051 -1.296 -0.622
N 2.9652 0.1668 0.6139 -0.722 -1.185 -0.975 -0.750
N -1.2730 -3.7720 -6.1266 1.718 0.378 -0.267 -0.844
N -5.6354 -4.7977 -4.8863 -1.810 1.949 -1.260 -0.524
N 4.3264 1.7732 1.3392 1.068 1.212 0.382 -0.755
N 2.7412 0.8893 2.7575 0.099 0.380 0.553 -0.554
N -0.0808 6.5125 3.1480 0.658 0.776 0.698 -0.598
N -4.0195 -3.3467 -6.1156 -1.957 1.094 -0.687 -0.593
C 3.3463 0.9491 1.5838 -0.483 0.017 0.918 0.669
C 0.4943 -3.1070 -3.6801 0.715 -0.031 -0.172 -0.237
C 1.0910 3.4127 3.3619 0.040 -0.083 0.321 -0.395
C -3.9448 -6.2413 -4.0351 1.813 -1.843 1.117 -0.211
C -4.3846 -5.1434 -4.7758 -0.381 -0.915 0.709 0.068
C -2.1055 -4.6230 -5.4164 1.875 -2.005 1.099 0.131
C -3.0753 1.6701 4.5934 0.058 0.193 -0.016 -0.707
C -0.5003 5.2852 2.8333 -0.512 -0.835 -0.933 0.667
C -1.6602 -5.7243 -4.6659 0.065 1.629 -1.112 -0.253
C 0.5969 6.9433 4.3725 -0.331 -0.246 -0.074 -0.420
C 1.6117 2.3878 4.3847 -0.013 0.269 -0.703 -0.405
C 2.9397 1.7636 3.9339 -0.450 -0.047 0.390 -0.215
C -1.8000 2.4579 4.7836 -0.166 -0.578 1.668 0.675
C -3.4782 -4.3411 -5.4595 0.050 0.788 -0.553 0.123
C -0.2251 4.1022 3.7708 -0.206 -0.306 0.381 -0.132
C 1.1819 -3.5070 -4.9089 -0.266 0.173 0.608 -0.382
C 1.3755 -2.7728 -2.6831 -0.274 -0.318 -1.050 -0.251
C 2.5471 -3.4472 -4.7915 -0.118 -0.130 -0.400 -0.182
C -2.5777 -6.5346 -3.9822 -2.495 0.244 0.188 -0.181
H -2.9109 0.8791 3.8646 -0.153 -0.058 -0.118 0.224
H 0.9431 2.9263 2.3963 -0.076 0.112 -0.128 0.209
H 0.9179 7.9818 4.2680 -0.073 -0.220 -0.075 0.229
H 4.7696 1.7971 0.4398 0.116 0.143 0.013 0.425
H -4.6661 -6.8631 -3.5133 0.098 0.120 -0.112 0.234
H -0.0864 6.8773 5.2224 0.157 0.059 0.057 0.209
H 2.2039 -0.4749 0.7506 0.007 -0.101 -0.341 0.425
H 0.8822 1.5890 4.5166 -0.098 0.035 0.252 0.224
H 2.0245 0.1896 2.8573 -0.095 -0.011 0.053 0.415
H -0.5887 -3.0697 -3.5668 0.351 -0.035 -0.081 0.267
H -3.8661 2.3360 4.2502 -0.097 -0.118 -0.137 0.232
H 1.4754 6.3255 4.5656 0.006 0.090 0.046 0.192
H 3.3342 1.1638 4.7572 0.143 -0.022 -0.194 0.229
H -0.2975 7.2176 2.4590 -0.031 -0.146 -0.028 0.417
H -3.3649 1.2335 5.5492 0.122 0.065 -0.152 0.252
H 3.6538 2.5621 3.7287 0.041 -0.150 -0.189 0.194
H 3.4151 0.2188 -0.2814 -0.148 -0.227 -0.140 0.422
H 1.8579 4.1787 3.2346 0.096 0.148 -0.104 0.201
H -0.6086 -5.9837 -4.6197 -0.077 0.134 -0.177 0.237
H -1.9175 3.1462 2.8915 0.201 0.271 -0.035 0.423
H 4.6567 2.3642 2.0802 0.260 0.124 -0.212 0.424
H -1.7165 -3.2431 -6.8641 0.018 0.284 -0.083 0.452
H -0.1293 4.4875 4.7870 -0.061 -0.280 0.136 0.233
H 1.7606 2.8856 5.3437 -0.023 -0.211 0.074 0.239
H -2.2311 -7.3973 -3.4201 -0.048 0.177 -0.104 0.229

=====

57
Properties=species:S:1:pos:R:3:forces:R:3:nbo_charge:R:1 method="wB97M-V/def2-TZVPD" homo_ev=-9.750 largest_force_ev_per_a=3.33 spin_multiplicity=1 e_tot_ev=-85830.8838
Cl 5.0500 -1.0038 -4.7754 0.334 -1.304 -0.978 -0.036
Cl 5.0877 1.1507 -3.1124 -0.022 1.346 0.585 -0.016
Cl -3.1603 3.5227 -3.4548 0.171 0.533 0.009 -0.045
Cl -0.6848 4.1521 -4.8333 0.453 0.230 -0.875 0.013
O -1.1671 4.8387 0.9632 -0.019 -0.665 0.050 -0.375
O 1.4416 0.6162 -2.9215 0.677 1.176 -0.804 -0.400
O 0.4856 -0.8910 -1.8256 -0.541 -1.716 0.861 -0.399
O -1.9187 3.3048 -0.3430 -0.335 -0.154 1.615 -0.395
N 0.5485 0.2367 -2.2159 -0.128 -0.067 -0.543 0.551
N -1.8511 3.8413 0.7648 0.739 1.995 -0.644 0.524
N 1.2238 0.5994 1.1953 -0.487 1.818 -0.723 -0.455
N 1.9969 -5.2285 1.4056 -1.325 1.649 -1.304 -0.406
N -3.1981 0.0266 2.9956 1.310 -1.206 -0.816 -0.427
C -0.4820 1.1916 -1.7414 0.033 -0.583 -0.303 -0.479
C 3.7978 1.5375 1.5360 1.085 2.236 0.950 -0.176
C 2.2860 -0.1812 1.1616 -0.010 -0.675 0.374 0.054
C -0.1880 -5.9530 0.8158 -1.584 1.104 -0.856 -0.268
C 1.4412 1.9339 1.2830 2.369 0.032 0.550 0.008
C 1.7183 -4.0229 0.7305 1.715 -2.640 1.065 0.018
C -4.1830 -0.8965 2.8578 0.230 2.094 -0.501 0.017
C 3.5971 0.2308 1.4494 -1.184 -2.657 -1.008 -0.239
C 4.3462 0.5796 -4.5779 -0.552 -0.821 -0.019 -0.417
C -1.5785 4.3647 -3.3828 -0.026 -0.685 1.833 -0.422
C 2.7562 2.4359 1.4326 -1.306 -0.192 0.067 -0.245
C -4.2021 -1.8580 1.8548 0.174 -0.389 0.443 -0.261
C -2.0111 -1.1762 1.2944 1.180 -0.483 -0.517 -0.258
C 0.5641 -3.7382 0.0665 -1.774 -1.530 0.116 -0.278
C -0.4433 -4.7350 0.1341 0.795 -0.418 0.583 -0.151
C -2.0845 -0.1963 2.2422 -1.037 0.858 0.488 0.022
C -3.0728 -1.9835 1.0676 -1.090 -0.991 0.087 -0.164
C -2.6920 3.4131 1.9069 -1.596 -0.225 -0.532 -0.504
C 1.0093 -6.1614 1.4119 2.541 1.980 0.840 0.022
H -1.1063 -1.4033 0.7503 0.258 0.547 -0.033 0.231
H -1.2302 0.4636 2.2747 -0.035 0.329 0.616 0.205
H -3.3488 2.6875 1.4271 0.413 -0.803 0.970 0.246
H -4.9844 -2.5898 1.7172 -0.373 0.280 0.207 0.222
H 2.9911 3.4803 1.5754 -0.397 0.172 -0.216 0.223
H 0.1295 1.7071 -1.0008 -0.894 0.502 0.098 0.251
H -5.0133 -0.5595 3.4607 -0.502 -0.929 0.123 0.201
H 0.6586 2.6782 1.2783 -0.580 -0.395 -0.033 0.192
H -2.1706 3.2616 2.8521 0.515 -0.916 -0.660 0.262
H -3.3834 4.1918 2.2286 0.247 0.707 -0.725 0.246
H 4.7870 1.8753 1.8078 0.139 0.325 -0.219 0.216
H 4.4192 -0.4656 1.5235 -0.126 -0.193 -0.043 0.227
H 0.3852 -2.8254 -0.4822 0.192 0.081 0.054 0.244
H 2.0043 -1.1931 0.9106 0.463 -0.366 0.276 0.196
H 1.2266 -7.0071 2.0474 -0.082 -0.355 -0.237 0.198
H -3.0159 -2.7717 0.3315 -0.055 -0.003 -0.147 0.210
H -1.3031 0.5745 -1.3766 0.296 0.313 0.516 0.239
H -1.6333 5.3884 -3.0126 -0.537 0.092 -0.764 0.231
H 3.2889 0.3734 -4.4111 0.114 0.585 0.012 0.246
H 2.5621 -3.3522 0.6630 0.106 0.095 0.277 0.192
H -0.9162 -6.7298 0.9972 -0.459 0.152 -0.490 0.219
H -1.4065 -4.5348 -0.3115 -0.085 -0.185 -0.086 0.209
H -1.0397 3.8628 -2.5792 -0.054 -0.078 -0.195 0.225
H 4.5346 1.1677 -5.4760 0.101 0.192 0.454 0.224
H -0.8686 1.7691 -2.5811 0.545 0.203 0.154 0.232